1.
{
  "formula": "C22H20F6N5O4OsS3Si",
  "method": "ωB97M-V/def2-TZVPD",
  "species": ["F", "O", "H", "H", "C", "H", "C", "H", "F", "H", "O", "C", "H", "C", "C", "N", "C", "C", "C", "H", "F", "C", "O", "F", "H", "N", "Si", "O", "H", "C", "H", "H", "F", "H", "H", "N", "F", "C", "C", "C", "C", "C", "C", "S", "C", "S", "H", "N", "C", "C", "C", "S", "C", "N", "H", "H", "Os", "H", "C", "H", "H", "H"],
  "coordinates": [[-4.2914, -3.5528, -1.1866], [-3.3277, -2.3099, 1.2650], [2.8371, -1.6421, -2.5177], [3.6262, -2.4387, 0.7767], [2.8404, -3.8170, -0.6761], [1.4058, -5.2140, 1.5661], [-1.8228, -6.1731, 1.5481], [0.5417, -2.7921, -1.9643], [-3.7896, -1.8448, -2.3916], [-3.2951, -5.5257, 0.1395], [-2.3572, 1.7675, 0.3640], [-3.6387, 1.4601, -1.8720], [1.7670, 3.2335, -4.8139], [0.4344, 3.5778, -3.1521], [-0.1104, 3.0082, -2.0220], [0.8878, -0.4688, -0.5549], [0.7531, -1.5388, 1.4716], [0.3612, -5.2232, 1.2818], [1.2685, 1.1103, -2.2118], [2.5067, 1.0391, -3.9697], [-3.4622, 2.7024, -2.3005], [-4.3239, -2.2289, -1.2322], [-4.7241, 2.3030, 0.3991], [-2.5454, 0.7567, -2.2577], [6.5248, -4.9514, -1.0835], [1.1638, -1.5864, 0.1988], [1.0546, -3.2134, -0.6643], [-2.0009, -1.2590, -0.4746], [-0.1286, -6.6752, 2.7637], [5.4969, -4.6517, -0.9498], [3.4898, -1.0370, -1.0007], [5.9416, -3.1685, 0.5335], [-5.5802, -1.8237, -1.1847], [-2.4963, -6.8356, 2.0691], [1.7638, -3.2226, 2.0688], [-4.0792, -0.0882, 0.3692], [-4.6977, 0.9350, -2.4570], [-0.0909, -4.4122, 0.2352], [5.1724, -3.6470, -0.0527], [1.6915, -0.0789, -1.5859], [3.1830, -4.8561, -1.5428], [4.4930, -5.2757, -1.6726], [3.8599, -3.2377, 0.0851], [-3.3124, -1.4350, 0.1514], [1.3804, 2.8427, -3.8875], [-0.3140, -0.3061, 2.0416], [2.4130, -5.3293, -2.1313], [0.2536, 1.8058, -1.5710], [-0.4985, -6.0783, 1.9433], [-2.2757, -5.4238, 0.4756], [1.7953, 1.6274, -3.4196], [-3.7301, 1.3844, 0.0179], [2.9820, -0.7462, -1.9164], [1.1585, -2.4635, 2.3423], [-0.8651, 3.5336, -1.4480], [-1.7806, -3.9737, -1.0046], [-0.6532, 0.6688, -0.0997], [0.1262, 4.5552, -3.4769], [-1.4198, -4.5496, -0.1683], [3.6235, -0.0589, -2.4572], [4.7324, -6.0804, -2.3495], [0.7668, -2.4538, 3.2693]],
  "multiplicity": 5,
  "total_charge": 1,
  "e_above_lowest_kj_mol": 0.0,
  "orbital_gap_ev": [7.012, 7.036],
  "e_tot_ev": -97926.9604
}

---

2.
{
  "formula": "C22H20FN5O3PdS",
  "method": "ωB97M-V/def2-TZVPD",
  "species": ["C", "C", "H", "C", "C", "S", "C", "C", "C", "O", "H", "H", "H", "H", "C", "H", "H", "N", "H", "O", "H", "C", "H", "H", "C", "Pd", "H", "H", "N", "N", "H", "O", "C", "H", "H", "C", "C", "C", "C", "H", "H", "F", "C", "C", "C", "N", "C", "N", "C", "C", "H", "C", "H"],
  "coordinates": [[5.5605, -1.1838, -1.4686], [-2.8825, 0.6365, -0.3523], [1.9744, -5.6354, -2.7092], [-0.1198, -0.8371, 2.3266], [-4.5955, 0.9152, 1.3542], [0.8535, -3.0968, -3.0664], [-1.0352, -0.3601, 1.4205], [2.2490, 2.2352, -2.5272], [-1.5338, 0.6601, -2.3947], [-2.3760, 1.4191, -2.8280], [5.9033, -0.7642, -0.5205], [6.2176, -0.7938, -2.2493], [1.2597, 2.4075, -2.9347], [5.6450, -2.2641, -1.4317], [-4.1400, 0.0678, 3.6637], [2.8123, 4.3041, -2.4394], [-3.8227, 2.6099, 2.4874], [-3.2276, 0.4500, 0.9493], [-3.6367, 1.0664, -0.9994], [0.5108, -0.4850, -0.3257], [-5.5094, 2.7503, 1.9727], [-0.5176, -0.9948, 3.6568], [-4.2110, 2.9778, 0.8024], [0.8869, -1.0884, 2.0246], [2.3214, -3.6512, -2.4622], [1.2269, -0.7789, -2.4117], [-4.1492, 1.0463, 4.1537], [-6.0890, 0.3910, 2.7786], [2.5816, 0.9714, -2.3221], [3.1681, -1.5962, -1.9675], [5.0685, 3.7922, -1.5017], [-0.5584, 0.1467, -3.0318], [4.7291, 1.6686, -1.5316], [5.7090, 1.4191, -1.1530], [-5.2193, -0.9859, 2.1251], [-1.6666, 0.3359, -0.8878], [-2.7409, -0.2270, 3.2173], [3.1228, 3.2867, -2.2483], [3.8124, 0.6758, -1.8380], [-5.2098, 0.7629, 0.4679], [-4.4308, -0.6555, 4.4252], [0.3663, -1.4537, 4.5136], [4.1674, -0.7568, -1.7352], [-5.1013, 0.0384, 2.4854], [-0.6489, -0.1923, 0.0038], [2.6328, -4.9348, -2.4049], [-2.3510, -0.0394, 1.8556], [3.4313, -2.8728, -2.0210], [-4.5203, 2.4037, 1.6754], [4.3701, 3.0001, -1.7342], [-2.0449, -0.8683, 5.1441], [-1.7973, -0.7027, 4.1036], [3.5549, -5.2200, -2.1094]],
  "multiplicity": 5,
  "total_charge": 2,
  "orbital_gap_ev": [7.396, 5.258],
  "e_tot_ev": -53748.1768
}

---

3.
{
  "formula": "C22H20N2O3",
  "method": "ωB97M-V/def2-TZVPD",
  "species": ["C", "H", "C", "C", "H", "H", "C", "C", "C", "H", "N", "C", "H", "C", "H", "C", "C", "H", "C", "H", "H", "C", "H", "H", "C", "H", "C", "C", "C", "C", "H", "H", "H", "H", "H", "H", "O", "N", "H", "C", "C", "C", "C", "O", "C", "H", "O"],
  "coordinates": [[1.6309, 4.6075, -1.4779], [2.0988, 3.9914, -0.8906], [1.2153, -1.7290, -0.0388], [-1.6800, 1.4077, -0.0912], [-0.4466, -2.0412, 3.4295], [-2.8928, 6.6027, -1.5865], [0.0523, 2.8417, -1.1835], [-0.7917, -4.0377, 3.6749], [-1.1632, 2.7353, -0.5665], [2.2410, 4.7915, -2.5064], [0.1476, -1.8188, 0.6824], [-0.7065, -2.9992, 2.8708], [-1.6405, -6.7515, 0.2503], [-0.3526, -3.0922, 1.5390], [-0.4292, 5.6554, -2.9332], [0.5943, 0.3907, -0.6669], [-0.7086, -6.7497, 0.9425], [-0.9048, -4.0530, 4.5729], [-0.9779, -0.8515, 0.7619], [3.2702, -1.1839, -1.3696], [-0.3486, 6.5896, -0.4471], [1.8754, 1.7611, -1.9593], [-2.1529, 3.2983, -0.7177], [1.4704, 5.6186, -0.9028], [-1.3568, 6.0261, -0.8032], [-1.5323, 5.3947, -0.1345], [2.8852, 0.7889, -2.0499], [-0.7249, 4.9497, -2.2969], [-0.5979, 0.4211, 0.1259], [-0.3438, -4.4243, 0.8557], [-1.6052, 4.4248, -2.3977], [-2.4379, 1.3120, 0.6705], [-0.9850, -7.6839, 1.6240], [3.8990, 0.9049, -2.6750], [-1.0796, -6.2520, 3.4045], [2.1903, 2.5800, -2.5389], [-1.9276, -0.9419, 1.3105], [0.3935, 4.1814, -1.5539], [-0.3808, -4.2118, -0.1293], [1.5469, -0.5703, -0.6345], [-0.8557, -5.1823, 3.1218], [0.8365, 1.8043, -1.1963], [-0.6726, -5.5606, 1.6328], [1.7646, -2.7198, 0.1889], [2.5290, -0.4799, -1.4771], [0.1871, -6.8486, 0.1876], [-2.0030, 6.8738, -1.4563]],
  "total_charge": 0,
  "e_above_lowest_kj_mol": 1591.7,
  "orbital_gap_ev": 6.785,
  "e_tot_ev": -32246.0887
}

---

4.
{
  "formula": "C22H20N2O4",
  "method": "ωB97M-V/def2-TZVPD",
  "species": ["C", "C", "C", "N", "H", "C", "C", "H", "H", "C", "H", "C", "H", "H", "C", "C", "H", "H", "O", "C", "H", "H", "H", "C", "C", "H", "H", "H", "C", "H", "O", "C", "C", "C", "C", "C", "C", "N", "H", "O", "O", "H", "C", "C", "H", "C", "H", "H"],
  "coordinates": [[1.8011, 2.7514, -0.5970], [-1.2750, 2.8399, 1.4094], [3.0801, 2.2300, -0.6282], [4.7928, -0.7555, -0.3540], [-0.1559, 0.1354, -1.4413], [-0.7990, -0.6311, -1.0425], [-0.5493, 2.7170, 0.2272], [3.8321, 2.6581, -1.2739], [-4.8021, -2.7857, 1.2907], [-1.1610, 3.0730, -0.9730], [-4.1947, 4.0111, 0.1781], [-2.5764, 3.3054, 1.3910], [-4.8540, -4.5420, 1.0016], [-4.0395, -1.2486, -0.3316], [-2.9806, -1.4308, -0.4132], [3.4080, 1.1362, 0.1640], [-0.8074, 2.5903, 2.3505], [0.4379, 0.7034, 1.7173], [5.8056, 1.1426, 0.2847], [1.1802, 1.1390, 1.0654], [5.6630, -1.2727, -0.3153], [-0.6187, 2.9678, -1.9016], [1.3515, -3.1776, 0.8950], [4.7769, 0.5422, 0.0761], [-2.1581, -0.4401, -0.9279], [2.7131, -0.2139, 1.6811], [1.5563, 3.6025, -1.2152], [-2.9278, 3.7990, -1.9293], [0.8277, 2.2028, 0.2361], [1.8259, -3.8887, -0.6655], [1.1246, -1.9353, -0.7591], [-2.4646, 3.5330, -0.9900], [3.2504, -2.5222, 0.2000], [2.4539, 0.6081, 1.0293], [-4.5176, -3.5869, 0.6014], [-0.2356, -1.8374, -0.6246], [-2.4239, -2.6399, -0.0180], [3.6472, -1.5008, -0.5987], [-2.5903, 0.5001, -1.2348], [3.9578, -3.0609, 1.0172], [-3.1192, -3.6957, 0.4840], [-0.6580, -3.7973, 0.1839], [-1.0454, -2.8401, -0.1244], [-3.1768, 3.6504, 0.1917], [2.9484, -1.0600, -1.1857], [1.8109, -2.9615, -0.0760], [-3.1250, 3.4017, 2.3166], [-4.9897, -3.4155, -0.3711]],
  "total_charge": 0,
  "e_above_lowest_kj_mol": 186.9,
  "orbital_gap_ev": 9.053,
  "e_tot_ev": -34308.4395
}

---

5.
{
  "formula": "C22H20N3O4S3SbSe4Ti",
  "method": "ωB97M-V/def2-TZVPD",
  "species": ["H", "H", "H", "O", "C", "S", "H", "C", "C", "H", "Se", "H", "H", "C", "H", "H", "C", "C", "H", "H", "C", "C", "H", "H", "C", "H", "Se", "O", "C", "C", "O", "C", "H", "Ti", "O", "C", "C", "S", "H", "C", "Se", "Se", "C", "S", "N", "N", "C", "H", "N", "Sb", "H", "C", "C", "C", "H", "C", "C", "H"],
  "coordinates": [[-1.1607, -4.3046, 0.3640], [-3.7433, -2.8034, 2.6603], [-3.2095, -4.9845, 3.6281], [1.5464, -0.2280, 1.2185], [1.6281, -2.5978, 1.4618], [-1.5265, 0.2173, -1.3462], [-0.6211, 2.7738, -0.0607], [3.4449, -1.1493, 2.2005], [-2.1449, -1.3487, -0.9583], [-0.2268, -4.6214, 1.8307], [-2.5770, 1.7921, 5.9696], [-0.3042, 2.6567, 1.5460], [0.5004, -4.9110, 0.2469], [-3.4761, -4.9303, 2.5800], [4.1255, 4.0278, 1.9292], [4.1738, -4.3814, 2.8691], [-4.5035, -2.2166, 0.1424], [1.3912, 2.7976, 0.3639], [1.7475, 3.4323, 2.3801], [1.3072, 2.1783, -1.6853], [0.3454, -2.8461, 0.8177], [2.1711, 3.3075, 1.3894], [5.1374, -2.0863, 3.0838], [3.8312, -0.1412, 2.2808], [-4.1155, -3.5677, 0.6892], [-5.5817, -2.1936, -0.0359], [-1.5681, 0.0581, 2.4178], [5.6911, 5.4077, -0.3943], [-3.7658, -3.6868, 2.0302], [4.1600, -2.2332, 2.6425], [6.0554, 3.3958, -1.7401], [1.9247, 2.6042, -0.9009], [3.6922, 2.8039, -2.1227], [-0.1778, 0.1773, 0.6850], [6.4766, 3.3535, 0.6732], [3.6238, -3.5190, 2.5165], [3.2479, 2.9457, -1.1466], [-3.8108, -1.7244, -1.4750], [-4.2839, -1.4269, 0.8614], [-4.1563, -4.7132, -0.1027], [-5.5096, 0.1721, 3.5822], [-2.9597, -2.3084, 5.5785], [2.3898, -3.6830, 1.9387], [5.7442, 3.9520, -0.4322], [0.0251, 2.3844, 0.6219], [-1.5449, -2.2666, -0.2988], [-3.5229, -6.0677, 1.7859], [-3.2957, -7.0387, 2.2096], [-0.3419, -1.8802, 0.2683], [-3.5202, -0.1002, 4.8745], [-3.8958, -6.8374, -0.1865], [4.0335, 3.4656, -0.1304], [-0.1752, -4.2578, 0.8030], [-3.8607, -5.9544, 0.4412], [1.9944, -4.6851, 1.8458], [2.1745, -1.3059, 1.6240], [3.4965, 3.6377, 1.1401], [-4.3984, -4.6216, -1.1557]],
  "total_charge": -2,
  "e_above_lowest_kj_mol": 0.0,
  "orbital_gap_ev": 6.247,
  "e_tot_ev": -359350.2426
}